{"formula": "C47H68BN7O4S3SeSr", "method": "the ωB97M-V functional and the def2-TZVPD basis", "elements": ["Sr", "C", "C", "C", "C", "C", "C", "C", "Se", "C", "C", "C", "C", "C", "C", "O", "C", "C", "C", "C", "C", "C", "C", "C", "C", "O", "C", "C", "C", "C", "C", "C", "H", "H", "H", "H", "H", "H", "H", "H", "H", "H", "H", "H", "H", "H", "H", "H", "H", "H", "H", "H", "H", "H", "H", "H", "H", "H", "H", "H", "H", "H", "H", "H", "H", "H", "H", "H", "H", "H", "H", "H", "C", "C", "N", "C", "C", "S", "C", "C", "S", "C", "N", "C", "H", "H", "H", "H", "H", "H", "H", "H", "N", "C", "N", "C", "N", "C", "N", "C", "S", "N", "C", "H", "H", "H", "H", "H", "H", "H", "H", "C", "C", "C", "O", "B", "O", "C", "C", "C", "H", "H", "H", "H", "H", "H", "H", "H", "H", "H", "H", "H"], "coordinates": [[-0.73465, -0.89560, -0.11452], [6.31441, -1.30070, 3.80813], [5.55906, -0.00990, 3.46238], [6.34475, 0.71848, 2.37333], [5.51199, 0.89018, 4.70431], [4.13533, -0.33913, 3.01379], [3.61320, 0.04737, 1.79388], [2.31497, -0.27044, 1.40862], [1.82412, 0.30151, -0.40913], [1.23179, 2.12167, -0.03478], [2.15175, 3.14267, -0.06490], [1.78991, 4.46570, 0.19931], [0.45321, 4.68858, 0.48778], [-0.53271, 3.69747, 0.52239], [-0.16677, 2.35815, 0.22979], [-1.02084, 1.38149, 0.19751], [-1.96209, 4.18140, 0.84653], [-1.96822, 4.86161, 2.22310], [-2.39443, 5.20242, -0.21776], [-3.03891, 3.09148, 0.89101], [2.83785, 5.57480, 0.10289], [4.01494, 5.26527, 1.03750], [3.36474, 5.66844, -1.33546], [2.26548, 6.93764, 0.48602], [1.44713, -1.00485, 2.26874], [0.19817, -1.27081, 1.98007], [2.00131, -1.44183, 3.51660], [3.30145, -1.09575, 3.83973], [1.16598, -2.31284, 4.46371], [0.70439, -3.58656, 3.73491], [1.96209, -2.75440, 5.69147], [-0.05035, -1.52370, 4.96748], [7.36156, -1.07992, 4.04075], [6.28358, -2.00159, 2.97231], [5.87773, -1.80246, 4.67345], [7.36461, 0.90575, 2.72214], [5.89154, 1.68056, 2.12469], [6.40277, 0.12806, 1.45720], [6.52296, 1.11435, 5.06263], [4.96178, 0.40893, 5.51492], [5.00867, 1.83142, 4.47349], [4.21596, 0.61087, 1.09307], [3.18054, 2.89230, -0.30406], [0.13399, 5.70284, 0.69865], [-1.24243, 5.67485, 2.28204], [-1.72204, 4.14284, 3.00759], [-2.96175, 5.27201, 2.43383], [-1.81966, 6.12976, -0.15481], [-3.45369, 5.45237, -0.09451], [-2.25310, 4.79263, -1.21947], [-2.78910, 2.31060, 1.60300], [-3.17437, 2.60178, -0.07083], [-3.98088, 3.56917, 1.19066], [4.48018, 4.31205, 0.78527], [3.67602, 5.20286, 2.07389], [4.78111, 6.04498, 0.96925], [3.77918, 4.71480, -1.66580], [4.14769, 6.43013, -1.41513], [2.55757, 5.92792, -2.02413], [1.89000, 6.94108, 1.51192], [1.44782, 7.22984, -0.17594], [3.04602, 7.70076, 0.40976], [3.69889, -1.43359, 4.78979], [1.56370, -4.13571, 3.34279], [0.05455, -3.34514, 2.89871], [0.16215, -4.23223, 4.43535], [2.81733, -3.37831, 5.41976], [1.30811, -3.34471, 6.34002], [2.32775, -1.90476, 6.27434], [-0.56066, -1.04581, 4.14044], [0.26464, -0.74995, 5.67500], [-0.75126, -2.19510, 5.47674], [-0.75281, -5.25466, -2.59328], [-2.01193, -5.18488, -1.79041], [-2.16526, -4.38811, -0.76888], [-3.45752, -4.47779, -0.29440], [-4.26187, -5.35365, -0.94455], [-3.39368, -6.08016, -2.21373], [-3.88219, -3.61463, 0.82738], [-5.05698, -3.72427, 1.49737], [-5.18024, -2.47484, 2.64858], [-3.65991, -1.88283, 2.17706], [-3.08482, -2.56438, 1.22666], [-3.06873, -0.62085, 2.72445], [0.05760, -4.81298, -2.01690], [-0.87063, -4.66331, -3.50105], [-0.50499, -6.27849, -2.87608], [-5.30089, -5.56728, -0.75828], [-5.82212, -4.47268, 1.37684], [-3.31915, -0.47343, 3.77551], [-3.43701, 0.23238, 2.15188], [-1.98441, -0.65280, 2.61737], [1.27189, -2.72576, -0.94546], [2.01602, -3.47773, -0.45521], [2.77189, -4.36775, 0.13161], [3.93143, -4.66403, -0.43211], [4.95841, -5.00841, -0.85354], [2.21833, -1.79126, -6.19895], [2.13631, -1.11134, -4.91747], [1.11450, -0.25408, -4.58786], [1.42040, 1.20599, -3.84721], [-0.14799, -0.68852, -4.80210], [-0.49515, -2.09861, -4.82101], [3.18549, -2.28931, -6.24569], [2.13961, -1.09487, -7.04113], [1.45384, -2.55606, -6.31081], [3.00811, -0.70571, -4.61335], [-0.82687, -0.10086, -4.32904], [-0.46275, -2.53225, -5.82314], [-1.51256, -2.17986, -4.44557], [0.16463, -2.66757, -4.16415], [-4.29449, 1.19087, -3.69092], [-4.06659, -0.30241, -3.90069], [-4.06937, -0.60909, -5.39004], [-2.78194, -0.61316, -3.34790], [-2.91372, -1.12932, -1.96103], [-4.32643, -1.38080, -1.84496], [-5.02732, -1.19218, -3.07017], [-6.37081, -0.54784, -2.77094], [-5.24263, -2.57371, -3.68128], [-3.47176, 1.73542, -4.15725], [-4.28449, 1.44244, -2.62990], [-5.23689, 1.53418, -4.12783], [-3.39721, 0.07541, -5.91270], [-5.06834, -0.48209, -5.82112], [-3.74364, -1.62815, -5.58851], [-6.24585, 0.31978, -2.12578], [-7.01543, -1.26345, -2.25562], [-6.88119, -0.23379, -3.68751], [-4.28813, -3.05393, -3.90380], [-5.84574, -2.54017, -4.59357], [-5.75450, -3.19644, -2.94502]], "forces_ev_per_a": [[-1.31, -1.70, -0.61], [0.03, -0.05, 0.00], [-0.10, 0.00, -0.04], [0.05, 0.05, -0.04], [0.02, 0.03, 0.03], [0.08, -0.05, 0.05], [-0.03, 0.04, -0.14], [-0.09, 0.01, -0.08], [1.02, 0.94, 0.66], [-0.31, -0.15, 0.08], [0.09, -0.06, 0.02], [0.04, -0.03, -0.13], [-0.11, 0.02, 0.05], [0.15, 0.26, -0.02], [-0.06, -0.47, -0.01], [0.36, 0.66, 0.09], [0.14, -0.14, -0.06], [-0.01, 0.06, 0.06], [-0.05, 0.07, -0.05], [-0.02, 0.04, -0.03], [-0.03, -0.06, 0.03], [0.01, 0.02, 0.06], [-0.02, -0.04, -0.08], [0.02, 0.09, 0.05], [-0.63, 0.03, -0.11], [0.89, 0.21, 0.42], [0.26, -0.02, 0.03], [-0.07, 0.01, 0.08], [0.01, 0.06, -0.19], [0.01, 0.00, 0.04], [0.01, -0.08, 0.10], [0.03, 0.00, 0.10], [0.00, 0.00, 0.02], [0.01, 0.03, -0.02], [-0.02, 0.01, -0.01], [-0.01, 0.02, -0.01], [-0.01, -0.01, 0.02], [0.01, -0.03, 0.02], [0.00, 0.00, 0.00], [0.00, -0.01, 0.00], [0.00, 0.00, 0.00], [-0.01, -0.02, -0.02], [-0.01, 0.00, 0.00], [0.04, 0.00, -0.02], [-0.04, 0.00, -0.01], [0.00, -0.03, -0.03], [0.01, 0.01, 0.01], [0.01, -0.03, 0.00], [0.01, 0.03, 0.02], [-0.03, -0.04, 0.01], [0.03, 0.01, 0.08], [0.02, 0.02, -0.04], [0.00, -0.07, -0.02], [0.00, 0.00, 0.00], [-0.01, 0.00, -0.01], [-0.01, 0.00, -0.01], [0.01, 0.01, 0.02], [0.00, 0.01, 0.01], [-0.01, 0.00, 0.02], [0.00, -0.02, 0.00], [0.00, -0.01, -0.01], [0.00, -0.01, 0.00], [0.03, 0.02, -0.06], [0.00, 0.00, 0.03], [-0.03, 0.04, -0.03], [0.01, -0.02, -0.02], [-0.01, 0.01, -0.01], [0.01, -0.01, 0.00], [-0.04, -0.01, 0.00], [-0.05, 0.00, -0.09], [0.00, -0.01, -0.01], [0.01, 0.03, 0.03], [-0.03, 0.00, 0.09], [0.85, 0.77, 0.41], [-0.39, -0.44, -0.34], [0.30, 0.48, 0.42], [-0.29, -0.02, 0.06], [-0.50, -0.52, -0.35], [0.35, 0.05, -0.33], [-0.14, -0.25, -0.01], [-0.62, -0.11, 0.33], [0.99, 0.38, -0.45], [-0.22, 0.03, 0.20], [-0.10, -0.09, 0.00], [0.03, 0.00, 0.04], [0.00, 0.00, -0.07], [0.01, 0.01, 0.02], [0.00, 0.00, -0.03], [-0.01, 0.02, 0.01], [0.00, 0.00, -0.02], [-0.03, 0.02, 0.00], [0.04, -0.04, 0.04], [-0.33, 0.09, 0.07], [0.17, -0.28, 0.03], [0.15, 0.15, -0.28], [-0.32, 0.03, 0.21], [0.11, -0.03, -0.05], [0.04, -0.06, 0.02], [0.03, 0.27, -0.05], [-0.20, -0.31, 0.27], [0.08, 0.21, -0.10], [0.22, 0.09, 0.06], [-0.18, -0.18, 0.05], [0.00, 0.01, -0.03], [-0.01, 0.00, -0.02], [0.04, 0.03, 0.03], [0.04, -0.05, -0.03], [-0.18, -0.12, -0.13], [-0.02, 0.07, -0.04], [0.05, 0.01, 0.05], [0.07, 0.00, 0.02], [-0.03, 0.15, 0.05], [0.13, 0.00, 0.08], [-0.03, 0.06, -0.15], [-0.22, -0.32, 0.72], [-0.88, 0.33, -1.34], [0.63, 0.12, 0.28], [0.07, -0.01, -0.04], [-0.15, 0.00, -0.01], [-0.02, -0.14, -0.03], [-0.01, -0.01, -0.02], [-0.01, -0.06, 0.02], [0.02, -0.01, -0.02], [0.04, -0.03, 0.04], [0.00, 0.02, 0.05], [0.04, -0.03, 0.00], [0.01, 0.01, -0.01], [0.03, 0.00, 0.03], [0.03, -0.03, -0.01], [0.02, 0.03, 0.01], [0.00, 0.01, 0.01], [-0.01, 0.01, 0.00]], "lumo_energy_ev": 3.46, "charge": -2, "de_lowest_kcal_mol": 54.0, "e_homo_ev": -1.9, "fmax_ev_per_a": 2.2}